1.
ORCA calculation (ωB97M-V with the def2-TZVPD basis set) on a structure of composition C21H41GaO2S2SeSi3 in a non-equilibrium geometry.

Properties
* total energy: -189568.8151 eV
* energy relative to the best compared isomer or geometry (same formula, charge and spin): 0.000 eV

Cartesian coordinates (Å):
Ga 0.87 -0.53 -0.62
C -1.26 -3.48 -0.81
O -0.92 -2.10 -0.92
Si -1.46 -1.07 -2.17
C -0.95 -1.90 -3.80
C -3.34 -1.16 -2.19
C -0.56 0.46 -1.61
Si 0.31 1.61 -2.79
C 1.53 2.70 -1.89
C -0.96 2.68 -3.68
C 1.32 0.70 -4.08
Si -1.57 1.36 -0.27
C -1.90 0.15 1.13
C -3.18 2.06 -0.91
C -0.78 2.86 0.56
H -2.29 -3.62 -0.49
H -0.60 -3.96 -0.10
H -1.15 -3.98 -1.79
H -1.60 -2.77 -3.88
H 0.07 -2.21 -3.95
H -1.21 -1.25 -4.62
H -3.62 -2.21 -2.39
H -3.74 -0.59 -3.04
H -3.83 -0.80 -1.29
H 1.12 3.68 -1.61
H 2.40 2.89 -2.54
H 1.83 2.26 -0.96
H -1.42 3.42 -3.04
H -1.77 2.05 -4.08
H -0.47 3.17 -4.52
H 1.78 -0.23 -3.78
H 2.10 1.39 -4.39
H 0.73 0.46 -4.95
H -2.61 -0.67 0.88
H -2.34 0.74 1.93
H -0.97 -0.27 1.46
H -3.96 1.87 -0.19
H -3.50 1.59 -1.85
H -3.12 3.14 -1.07
H 0.25 2.71 0.86
H -1.38 3.10 1.42
H -0.85 3.74 -0.10
C 4.45 0.80 -1.65
O 3.31 -0.06 -1.54
C 3.46 -1.36 -1.85
S 4.89 -2.01 -2.36
S 1.96 -2.19 -1.66
H 4.11 1.81 -1.36
H 4.80 0.82 -2.68
H 5.23 0.48 -0.99
C -0.48 -1.62 6.76
C -0.09 -1.21 5.33
C 0.21 0.13 5.08
C 0.74 0.56 3.87
C 1.01 2.03 3.69
C 1.05 -0.38 2.92
Se 1.96 0.29 1.37
C 0.70 -1.73 3.10
C 0.96 -2.74 2.00
C 0.12 -2.12 4.30
H -0.78 -0.80 7.40
H 0.39 -2.05 7.28
H -1.24 -2.37 6.74
H 0.01 0.88 5.84
H 0.50 2.59 4.48
H 0.65 2.40 2.72
H 2.09 2.19 3.76
H 0.24 -2.69 1.17
H 0.85 -3.76 2.41
H 1.96 -2.68 1.58
H -0.09 -3.19 4.43

=====

2.
ORCA calculation (ωB97M-V with the def2-TZVPD basis set) on a cluster of 2 separate species, C4H8Si in total in a non-equilibrium geometry.

Properties
* total energy: -12149.1626 eV
* energy relative to the best compared isomer or geometry (same formula, charge and spin): 4.975 eV

Cartesian coordinates (Å):
C 1.21 0.61 -3.05
C 0.41 -0.16 -2.46
C -0.26 -1.06 -1.66
C -0.62 0.68 0.33
Si -0.54 -0.26 1.93
H 1.68 1.30 -3.60
H -1.31 -1.33 -1.87
H 0.35 -1.79 -1.15
H 0.19 1.44 0.03
H -1.59 0.94 -0.26
H 0.82 -0.59 2.09
H -1.28 -1.43 1.61
H -1.11 0.33 3.11

=====

3.
ORCA calculation (ωB97M-V with the def2-TZVPD basis set) on a structure of composition C46H59N5NaO3Se in a non-equilibrium geometry.

Properties
* total energy: -132019.2475 eV
* charge: -1
* energy relative to the best compared isomer or geometry (same formula, charge and spin): 0.748 eV

Cartesian coordinates (Å):
Na 0.07 0.36 0.44
N -2.03 3.23 2.61
C -1.33 2.74 1.57
N -0.06 2.48 1.60
C 0.62 2.60 2.80
N 1.80 2.12 2.95
N 2.14 1.30 1.86
C 2.99 1.74 1.04
C 3.34 0.90 -0.14
C 4.32 1.34 -1.02
C 4.61 0.56 -2.13
C 3.92 -0.62 -2.31
C 2.95 -0.97 -1.37
N 2.67 -0.23 -0.31
C -0.06 3.26 3.94
C 0.58 3.55 5.14
C -0.12 4.08 6.20
C -1.49 4.32 6.08
C -2.14 4.05 4.89
C -1.42 3.52 3.82
H -3.03 3.29 2.53
H -1.88 2.60 0.65
H 3.45 2.73 1.15
H 4.82 2.29 -0.85
H 5.36 0.88 -2.84
H 4.10 -1.25 -3.17
H 2.37 -1.87 -1.49
H 1.64 3.33 5.22
H 0.38 4.30 7.14
H -2.05 4.73 6.91
H -3.21 4.22 4.79
C -7.90 0.42 -0.16
C -7.10 -0.86 -0.43
C -7.78 -2.04 0.28
C -7.15 -1.13 -1.94
C -5.67 -0.69 0.07
C -4.55 -0.79 -0.74
C -3.27 -0.57 -0.25
Se -1.78 -0.74 -1.44
C -1.77 1.02 -2.23
C -2.86 1.45 -2.95
C -2.93 2.73 -3.50
C -1.83 3.54 -3.30
C -0.69 3.17 -2.59
C -0.62 1.86 -2.01
O 0.36 1.44 -1.30
C 0.41 4.24 -2.42
C -0.17 5.44 -1.66
C 0.87 4.71 -3.81
C 1.67 3.80 -1.66
C -4.19 3.16 -4.26
C -5.42 3.03 -3.35
C -4.10 4.61 -4.73
C -4.39 2.26 -5.49
C -3.02 -0.23 1.12
O -1.85 0.08 1.54
C -4.18 -0.26 1.99
C -5.43 -0.45 1.42
C -4.15 -0.11 3.53
C -2.76 0.01 4.17
C -4.79 -1.36 4.15
C -4.97 1.11 3.95
H -8.94 0.32 -0.50
H -7.45 1.27 -0.67
H -7.92 0.65 0.91
H -8.81 -2.16 -0.08
H -7.82 -1.88 1.36
H -7.24 -2.96 0.10
H -8.18 -1.23 -2.26
H -6.62 -2.05 -2.20
H -6.69 -0.31 -2.51
H -4.65 -1.02 -1.79
H -3.69 0.76 -3.09
H -1.85 4.55 -3.70
H -1.03 5.87 -2.17
H 0.59 6.23 -1.56
H -0.48 5.14 -0.66
H 0.06 5.13 -4.40
H 1.29 3.87 -4.37
H 1.65 5.48 -3.71
H 1.44 3.50 -0.64
H 2.35 4.66 -1.65
H 2.16 2.96 -2.15
H -5.31 3.65 -2.46
H -5.55 2.00 -3.01
H -6.33 3.33 -3.88
H -3.97 5.30 -3.90
H -5.03 4.88 -5.25
H -3.27 4.76 -5.43
H -4.48 1.22 -5.20
H -3.54 2.35 -6.17
H -5.30 2.55 -6.03
H -6.29 -0.42 2.09
H -2.20 -0.91 4.05
H -2.89 0.18 5.24
H -2.16 0.80 3.74
H -4.25 -2.26 3.85
H -5.84 -1.48 3.86
H -4.75 -1.30 5.25
H -4.59 2.02 3.48
H -4.94 1.25 5.03
H -6.02 1.02 3.65
C 1.55 -3.10 3.56
C 0.02 -3.15 3.58
C -0.36 -2.76 2.14
O 0.83 -2.22 1.54
C 1.80 -1.99 2.55
H 1.97 -4.04 3.20
H 1.99 -2.88 4.54
H -0.36 -2.41 4.29
H -0.37 -4.12 3.87
H -1.14 -2.00 2.11
H -0.66 -3.62 1.55
H 1.66 -1.00 3.00
H 2.78 -2.01 2.08

=====

4.
ORCA calculation (ωB97M-V with the def2-TZVPD basis set) on a structure of composition C2H6I2Si in a non-equilibrium geometry.

Properties
* total energy: -26251.3643 eV
* energy relative to the best compared isomer or geometry (same formula, charge and spin): 0.871 eV

Cartesian coordinates (Å):
C -1.28 0.25 -1.19
C 1.70 -0.11 0.75
Si 1.02 0.62 -0.93
I 1.15 3.12 -1.06
I 1.92 -0.56 -2.93
H -1.45 1.22 -0.71
H -1.75 0.31 -2.15
H -1.53 -0.62 -0.48
H 1.48 -1.25 0.79
H 2.76 0.09 0.92
H 1.10 0.33 1.57

=====

5.
ORCA calculation (ωB97M-V with the def2-TZVPD basis set) on the molecule C5H7N3O3 in a non-equilibrium geometry.

Properties
* total energy: -15908.0007 eV
* SMILES: NC(=O)/C=C/NC(=O)/C=N/O
* energy relative to the best compared isomer or geometry (same formula, charge and spin): 3.443 eV

Cartesian coordinates (Å):
N 3.99 1.14 -0.57
C 2.71 1.08 -1.11
O 2.56 1.45 -2.22
C 1.68 0.73 -0.24
C 0.58 0.02 -0.70
N -0.47 -0.54 0.12
C -1.71 -0.94 -0.41
O -1.79 -1.37 -1.53
C -2.94 -0.94 0.31
N -2.83 -1.11 1.66
O -4.14 -0.78 2.30
H 4.02 0.87 0.41
H 4.80 1.04 -1.11
H 1.72 0.96 0.82
H 0.41 -0.27 -1.76
H -0.54 -0.12 1.11
H -3.86 -0.87 -0.27
H -4.21 -0.38 3.17

=====

6.
ORCA calculation (ωB97M-V with the def2-TZVPD basis set) on a structure of composition C33H34Cl54F4N2O2S2 in a non-equilibrium geometry.

Properties
* total energy: -750575.4819 eV

Cartesian coordinates (Å):
C -1.83 4.11 -0.99
C -0.97 3.17 -0.22
C -1.14 1.54 -0.13
C -2.55 0.76 0.32
C -3.92 1.59 0.67
C -4.67 2.28 -0.61
C -6.01 1.50 -1.15
C -2.53 -0.91 0.40
C -3.81 -1.82 0.88
F -5.10 -1.44 0.26
C -3.92 -1.75 2.55
C -2.47 -2.09 3.28
C -1.14 -1.77 0.03
N -1.06 -3.31 0.09
S 0.59 -3.63 -0.44
N 1.30 -2.03 -0.73
C 0.23 -1.00 -0.43
C 0.21 0.64 -0.52
S 1.77 1.59 -1.07
O 2.29 2.38 0.16
O 1.42 2.51 -2.29
C 3.17 0.48 -1.64
F 2.82 -0.41 -2.78
F 4.28 1.37 -2.11
F 3.72 -0.25 -0.45
H -2.72 4.62 -0.39
H -1.66 4.41 -2.11
H -0.03 3.63 0.35
H -4.64 0.90 1.32
H -3.60 2.47 1.41
H -3.90 2.31 -1.50
H -5.01 3.37 -0.27
H -6.41 0.65 -0.44
H -6.90 2.29 -1.23
H -5.79 1.16 -2.25
H -3.66 -2.98 0.65
H -4.14 -0.61 2.82
H -4.76 -2.46 2.98
H -2.60 -2.26 4.45
H -2.08 -3.09 2.81
H -1.66 -1.23 3.06
C -6.56 5.82 -1.41
Cl -6.19 6.33 -3.06
Cl -7.59 4.38 -1.41
Cl -5.06 5.51 -0.51
H -7.10 6.63 -0.91
C -3.84 3.17 4.87
Cl -5.34 2.39 5.40
Cl -2.69 1.97 4.27
Cl -4.18 4.38 3.62
H -3.39 3.68 5.73
C 1.22 -4.44 3.57
Cl 1.06 -3.55 2.05
Cl 2.71 -3.97 4.41
Cl -0.19 -4.17 4.61
H 1.27 -5.51 3.34
C 3.00 2.63 3.43
Cl 1.43 3.13 4.06
Cl 4.24 3.84 3.81
Cl 3.46 1.05 4.07
H 2.93 2.55 2.34
C -5.40 3.26 -5.47
Cl -6.97 3.76 -4.83
Cl -4.16 4.47 -5.09
Cl -4.94 1.68 -4.82
H -5.47 3.18 -6.56
C 5.76 -5.82 6.83
Cl 4.26 -6.60 7.36
Cl 6.91 -7.02 6.23
Cl 5.42 -4.61 5.58
H 6.21 -5.31 7.69
C 3.27 -5.68 -3.37
Cl 3.42 -7.44 -3.29
Cl 2.09 -5.10 -2.18
Cl 4.85 -4.91 -3.11
H 2.92 -5.41 -4.37
C -1.70 7.74 -6.24
Cl -1.29 6.68 -7.60
Cl -3.22 8.59 -6.57
Cl -1.82 6.81 -4.74
H -0.91 8.48 -6.13
C -2.69 1.81 8.46
Cl -2.69 0.53 7.23
Cl -1.22 2.80 8.34
Cl -4.14 2.82 8.30
H -2.70 1.34 9.45
C 4.86 -3.03 -6.60
Cl 3.36 -3.81 -6.07
Cl 6.01 -4.23 -7.19
Cl 4.52 -1.82 -7.84
H 5.31 -2.52 -5.74
C -8.98 0.46 6.05
Cl -9.14 1.35 4.52
Cl -7.49 0.93 6.89
Cl -10.39 0.73 7.08
H -8.93 -0.61 5.82
C -11.20 2.04 1.39
Cl -11.19 0.76 0.16
Cl -9.73 3.03 1.26
Cl -12.64 3.05 1.23
H -11.21 1.57 2.37
C 9.75 -3.47 -8.78
Cl 9.15 -5.08 -8.33
Cl 10.21 -3.43 -10.49
Cl 8.53 -2.23 -8.44
H 10.64 -3.26 -8.18
C 1.34 10.49 -6.92
Cl 1.48 8.81 -6.37
Cl -0.28 10.79 -7.57
Cl 1.70 11.61 -5.60
H 2.06 10.65 -7.72
C 8.10 -10.71 6.29
Cl 8.47 -10.20 4.63
Cl 7.07 -12.15 6.28
Cl 9.60 -11.01 7.19
H 7.56 -9.90 6.78
C 5.51 -8.34 0.50
Cl 4.01 -9.13 1.02
Cl 6.66 -9.55 -0.10
Cl 5.17 -7.13 -0.75
H 5.95 -7.84 1.35
C 6.61 0.82 0.67
Cl 5.37 1.75 1.55
Cl 7.78 1.91 -0.09
Cl 7.42 -0.31 1.76
H 6.11 0.25 -0.11
C 6.84 0.05 -4.01
Cl 7.56 1.65 -3.79
Cl 7.34 -0.65 -5.56
Cl 7.29 -1.03 -2.67
H 5.76 0.15 -4.01

=====

7.
ORCA calculation (ωB97M-V with the def2-TZVPD basis set) on a structure of composition C32H26BiF5N5OS2Te.

Properties
* total energy: -91496.9720 eV
* charge: -1
* energy relative to the best compared isomer or geometry (same formula, charge and spin): 0.108 eV

Cartesian coordinates (Å):
Bi 0.69 0.89 0.97
C -4.24 2.47 1.75
C -3.04 1.56 1.62
N -1.90 1.83 2.11
N -1.81 3.03 2.77
C -0.64 3.21 3.33
N -0.51 4.39 4.03
S 0.76 2.18 3.39
C -3.16 0.28 0.87
C -3.90 0.22 -0.31
C -3.95 -0.97 -1.01
C -3.27 -2.07 -0.52
C -2.56 -1.92 0.67
N -2.50 -0.78 1.35
H -4.04 3.44 1.28
H -5.13 2.03 1.30
H -4.42 2.67 2.80
H -1.20 5.09 3.81
H 0.44 4.70 4.18
H -4.41 1.10 -0.67
H -4.50 -1.03 -1.94
H -3.26 -3.01 -1.04
H -2.00 -2.75 1.08
S 4.23 3.94 0.07
C 4.92 2.45 0.55
C 3.97 1.51 0.83
C 2.64 2.00 0.67
C 2.63 3.30 0.26
C 1.44 4.11 0.02
C 1.49 5.46 -0.34
C 0.30 6.14 -0.53
C -0.91 5.48 -0.37
C -0.86 4.14 -0.01
N 0.27 3.48 0.17
H 5.99 2.33 0.59
H 4.19 0.51 1.16
H 2.44 5.96 -0.46
H 0.32 7.19 -0.81
H -1.86 5.98 -0.51
H -1.77 3.57 0.14
F -1.00 -2.52 -5.37
C -0.44 -1.78 -4.39
C 0.29 -0.64 -4.68
F 0.44 -0.28 -5.97
C 0.85 0.12 -3.68
F 1.55 1.21 -4.03
C 0.73 -0.21 -2.31
O 1.27 0.50 -1.38
C -0.03 -1.37 -2.06
F -0.21 -1.74 -0.79
C -0.60 -2.13 -3.06
F -1.31 -3.23 -2.75
C 0.68 -6.11 -1.50
C 1.01 -5.00 -0.54
C 0.34 -4.85 0.66
C 0.62 -3.80 1.54
C -0.19 -3.70 2.81
C 1.61 -2.88 1.21
Te 2.01 -1.25 2.52
C 2.32 -3.02 0.00
C 3.40 -2.06 -0.41
C 2.01 -4.08 -0.84
H -0.10 -6.75 -1.09
H 1.55 -6.73 -1.71
H 0.32 -5.71 -2.45
H -0.45 -5.55 0.92
H -1.03 -4.40 2.78
H -0.57 -2.69 2.97
H 0.42 -3.94 3.68
H 3.00 -1.05 -0.53
H 3.83 -2.36 -1.36
H 4.19 -2.01 0.34
H 2.55 -4.17 -1.78

=====

total energy of number 5 (C5H7N3O3)? -15908.0007 eV

=====

Which of these has the highest total energy? C4H8Si